No. 1
{"formula": "C38H54NOS2SbTeV", "method": "wB97M-V/def2-TZVPD", "elements": ["V", "C", "C", "S", "C", "C", "S", "H", "H", "H", "H", "H", "H", "C", "C", "C", "C", "C", "C", "Te", "N", "C", "O", "C", "C", "C", "C", "C", "C", "C", "C", "C", "C", "C", "C", "C", "C", "C", "C", "C", "C", "H", "H", "H", "H", "H", "H", "H", "H", "H", "H", "H", "H", "H", "H", "H", "H", "H", "H", "H", "H", "H", "H", "H", "H", "H", "H", "H", "C", "C", "C", "Sb", "C", "C", "C", "C", "C", "C", "H", "H", "H", "H", "H", "H", "H", "H", "H", "H", "H", "H", "H", "H", "H", "H", "H", "H", "H", "H", "H"], "positions_angstrom": [[1.50, -0.98, 0.37], [-0.47, 1.51, 3.68], [0.23, 0.45, 2.88], [0.27, 0.79, 1.15], [0.82, -0.64, 3.41], [0.87, -0.96, 4.87], [1.61, -1.87, 2.46], [-0.90, 2.25, 3.00], [0.23, 2.03, 4.33], [-1.27, 1.09, 4.28], [0.43, -0.18, 5.49], [1.91, -1.10, 5.16], [0.36, -1.90, 5.04], [-5.82, 4.73, 0.82], [-4.86, 3.59, 0.73], [-3.83, 3.57, -0.20], [-2.94, 2.51, -0.28], [-1.82, 2.57, -1.27], [-3.07, 1.42, 0.58], [-1.89, -0.53, 0.41], [-0.17, -1.65, 0.02], [0.08, -2.86, -0.38], [1.29, -3.12, -0.63], [-1.05, -3.83, -0.49], [-1.15, -4.74, -1.53], [-2.23, -5.60, -1.60], [-3.24, -5.53, -0.65], [-3.14, -4.63, 0.40], [-2.04, -3.80, 0.49], [-2.29, -0.63, -1.70], [-3.58, -0.99, -2.10], [-4.71, -1.12, -1.13], [-3.85, -1.22, -3.44], [-2.87, -1.12, -4.41], [-3.15, -1.37, -5.86], [-1.59, -0.74, -4.00], [-1.29, -0.50, -2.67], [0.12, -0.07, -2.37], [-4.08, 1.44, 1.55], [-4.26, 0.32, 2.54], [-4.96, 2.51, 1.61], [-5.56, 5.52, 0.11], [-5.82, 5.16, 1.82], [-6.83, 4.39, 0.60], [-3.71, 4.41, -0.88], [-1.64, 3.59, -1.60], [-2.06, 1.96, -2.15], [-0.91, 2.19, -0.81], [-0.38, -4.77, -2.28], [-2.29, -6.32, -2.40], [-4.09, -6.19, -0.71], [-3.92, -4.59, 1.15], [-1.92, -3.17, 1.38], [-4.34, -1.08, -0.10], [-5.22, -2.08, -1.28], [-5.43, -0.32, -1.27], [-4.85, -1.52, -3.72], [-4.18, -1.68, -6.01], [-2.49, -2.14, -6.26], [-2.99, -0.47, -6.45], [-0.81, -0.65, -4.75], [0.45, 0.69, -3.09], [0.80, -0.93, -2.44], [0.18, 0.36, -1.36], [-3.32, -0.20, 2.73], [-4.98, -0.40, 2.17], [-4.62, 0.72, 3.49], [-5.74, 2.52, 2.36], [6.72, -0.75, 1.74], [6.01, 0.58, 1.57], [5.93, 1.28, 2.91], [3.97, 0.28, 0.71], [3.41, 2.41, 0.24], [2.84, 3.06, 1.50], [4.51, 3.26, -0.35], [4.48, -0.42, -1.34], [4.39, -1.95, -1.33], [5.83, 0.03, -1.88], [7.72, -0.59, 2.15], [6.83, -1.29, 0.80], [6.17, -1.39, 2.44], [6.57, 1.20, 0.86], [5.35, 0.69, 3.62], [5.47, 2.27, 2.82], [6.93, 1.42, 3.33], [2.59, 2.31, -0.49], [3.63, 3.27, 2.21], [2.10, 2.41, 1.98], [2.35, 4.00, 1.26], [5.39, 3.27, 0.30], [4.17, 4.29, -0.45], [4.81, 2.91, -1.33], [3.69, -0.02, -1.99], [5.14, -2.38, -0.66], [4.55, -2.35, -2.33], [3.41, -2.29, -0.98], [6.64, -0.30, -1.22], [5.89, 1.11, -1.97], [6.00, -0.41, -2.86]], "energy_ev": -105006.7920, "max_force_ev_per_a": 2.4, "spin_multiplicity": 4}

No. 2
{"formula": "C38H55N12O5", "method": "wB97M-V/def2-TZVPD", "elements": ["C", "C", "C", "O", "C", "H", "C", "O", "C", "C", "H", "O", "C", "H", "H", "C", "N", "C", "N", "C", "N", "C", "N", "N", "C", "H", "H", "C", "N", "C", "O", "C", "N", "C", "C", "N", "N", "C", "H", "C", "C", "H", "H", "H", "H", "C", "C", "H", "H", "H", "H", "H", "N", "H", "H", "H", "H", "H", "C", "C", "C", "C", "C", "C", "C", "C", "C", "N", "H", "H", "H", "H", "H", "H", "H", "H", "C", "H", "H", "C", "H", "H", "H", "H", "N", "C", "H", "C", "H", "O", "C", "H", "C", "H", "H", "H", "H", "H", "H", "H", "H", "H", "H", "H", "H", "H", "H", "H", "H", "H"], "positions_angstrom": [[4.38, 1.59, -1.51], [4.30, 2.38, -0.62], [4.13, 3.33, 0.48], [2.79, 3.77, 0.63], [2.42, 4.92, -0.11], [1.50, 5.27, 0.35], [2.17, 4.64, -1.59], [1.07, 3.75, -1.67], [0.58, 3.55, -2.98], [-0.76, 2.83, -2.87], [-1.42, 3.44, -2.24], [-0.68, 1.56, -2.23], [-0.67, 0.42, -3.08], [-1.38, 0.54, -3.90], [-0.99, -0.41, -2.44], [0.73, 0.10, -3.63], [1.70, 0.10, -2.56], [1.77, -0.94, -1.70], [2.22, -0.65, -0.46], [2.39, -1.73, 0.34], [1.99, -2.96, 0.01], [1.53, -3.11, -1.23], [1.44, -2.14, -2.14], [1.18, -4.36, -1.61], [0.81, -5.34, -0.62], [1.15, -4.97, 0.35], [1.32, -6.29, -0.83], [-0.73, -5.53, -0.66], [-1.31, -4.37, -1.30], [-1.59, -3.18, -0.72], [-1.86, -2.19, -1.38], [-1.67, -3.12, 0.81], [-1.00, -1.94, 1.28], [-1.07, -0.67, 0.82], [-0.18, 0.02, 1.63], [0.35, -0.87, 2.50], [-0.15, -2.02, 2.29], [0.32, 1.42, 1.56], [1.08, 1.51, 2.34], [-0.74, 2.51, 1.80], [-1.22, 2.43, 3.25], [-1.65, 1.45, 3.45], [-0.39, 2.59, 3.94], [-1.98, 3.18, 3.44], [-0.24, 3.47, 1.65], [-1.93, 2.43, 0.83], [-2.59, 3.79, 0.63], [-3.44, 3.69, -0.03], [-2.95, 4.19, 1.58], [-1.89, 4.50, 0.20], [-1.62, 2.06, -0.15], [-2.67, 1.73, 1.22], [1.00, 1.61, 0.25], [1.60, 2.46, 0.29], [0.31, 1.73, -0.51], [1.60, 0.73, 0.02], [-1.68, -0.38, 0.01], [-1.14, -3.95, 1.28], [-3.16, -3.14, 1.27], [-3.82, -1.81, 1.19], [-4.10, -0.94, 2.21], [-4.73, 0.20, 1.63], [-5.24, 1.39, 2.14], [-5.78, 2.30, 1.27], [-5.81, 2.06, -0.11], [-5.31, 0.89, -0.65], [-4.77, -0.04, 0.23], [-4.22, -1.27, 0.00], [-4.06, -1.67, -0.91], [-5.34, 0.70, -1.71], [-6.25, 2.80, -0.76], [-6.20, 3.22, 1.64], [-5.22, 1.58, 3.20], [-3.91, -1.10, 3.25], [-3.18, -3.47, 2.31], [-3.70, -3.88, 0.67], [-1.00, -4.35, -2.72], [-1.57, -5.15, -3.22], [-1.30, -3.39, -3.12], [0.53, -4.57, -2.89], [0.94, -3.86, -3.60], [0.75, -5.59, -3.21], [-0.99, -6.39, -1.27], [-1.14, -5.69, 0.34], [2.97, -1.56, 1.53], [3.06, -2.63, 2.50], [2.69, -3.55, 2.05], [4.51, -2.78, 2.96], [4.58, -3.49, 3.78], [5.02, -1.56, 3.44], [4.97, -0.56, 2.45], [5.39, 0.34, 2.90], [3.53, -0.31, 1.98], [3.53, 0.40, 1.15], [2.93, 0.06, 2.82], [5.59, -0.85, 1.58], [5.12, -3.13, 2.11], [2.42, -2.36, 3.35], [1.90, 1.01, -2.15], [1.04, 0.84, -4.38], [0.72, -0.89, -4.08], [-1.21, 2.73, -3.87], [1.31, 2.97, -3.57], [0.42, 4.51, -3.48], [1.93, 5.58, -2.09], [3.05, 4.19, -2.06], [3.19, 5.70, -0.01], [4.80, 4.18, 0.33], [4.39, 2.83, 1.42], [4.50, 0.90, -2.30]], "energy_ev": -68412.2774, "e_above_lowest_kj_mol": 19.7, "max_force_ev_per_a": 1.3, "spin_multiplicity": 1, "charge": 1}